No. 1
The following is a quantum chemistry calculation of a structure of composition C5H9ClN2 in a non-equilibrium geometry, from the Open Molecules 2025 dataset.

Calculated values
**Frontier orbital gap**: 10.02 eV
**Maximum force**: 5.84 eV/Å
**Total charge**: 0

Last column: Löwdin charge in e.
Atoms and positions in Å:
1 C -1.759 -0.655 -1.037  -0.13
2 C 0.120 1.073 -0.662  -0.21
3 C 1.483 1.016 -0.005  -0.77
4 C 1.103 0.035 1.112  -0.13
5 C -0.033 -0.840 0.522  -0.44
6 H -1.394 -1.833 -1.283  0.14
7 H -2.541 -0.374 0.046  0.16
8 H -2.244 0.065 -2.113  0.15
9 H 0.049 1.450 -1.776  0.15
10 H -0.605 1.750 -0.076  0.14
11 H 1.960 2.006 0.359  0.11
12 H 1.863 -0.856 1.184  0.15
13 H 0.803 0.614 2.027  0.13
14 H -0.551 -2.002 2.204  0.02
15 N -0.346 -0.356 -0.721  -0.20
16 N -0.718 -1.741 1.259  0.11
17 Cl 2.810 0.647 -1.040  0.64

No. 2
The following is a quantum chemistry calculation of a structure of composition C5H9ClO in a non-equilibrium geometry, from the Open Molecules 2025 dataset.

Calculated values
**Frontier orbital gap**: 10.78 eV
**Maximum force**: 9.07 eV/Å
**Total charge**: 0

Last column: Löwdin charge in e.
Atoms and positions in Å:
1 C 1.200 -0.759 -1.478  -0.13
2 C 0.250 0.341 -0.826  -0.81
3 C -0.563 -0.022 0.425  -0.58
4 C -1.405 1.154 0.929  -0.08
5 C 0.123 -1.066 1.317  -0.06
6 H 1.404 -0.554 -2.505  0.02
7 H 2.349 -0.753 -0.909  0.14
8 H 0.649 -1.758 -1.216  0.10
9 H 0.880 1.186 -0.647  0.05
10 H -2.725 1.135 0.549  0.17
11 H -1.225 1.302 2.381  0.17
12 H -0.575 2.162 0.607  0.14
13 H -0.274 -1.013 2.199  0.04
14 H 1.338 -1.074 0.871  0.18
15 O -0.921 -1.397 0.423  -0.05
16 Cl -0.504 1.116 -2.122  0.69

No. 3
The following is a quantum chemistry calculation of a structure of composition C5H9ClO4S in a non-equilibrium geometry, from the Open Molecules 2025 dataset.

Calculated values
**Frontier orbital gap**: 11.79 eV
**Maximum force**: 2.99 eV/Å
**Total charge**: 0

Last column: Löwdin charge in e.
Atoms and positions in Å:
1 C 2.239 -0.188 -0.745  -0.08
2 C 1.616 0.476 0.490  -0.23
3 C 0.290 1.180 0.221  -0.13
4 C -0.730 0.361 -0.602  -0.37
5 O -0.498 -1.018 -0.640  -0.15
6 S -1.196 -1.753 0.611  0.55
7 O -2.060 -2.718 0.139  -0.18
8 O -0.237 -2.102 1.545  -0.18
9 O -1.995 -0.467 1.124  -0.17
10 C -2.083 0.457 0.085  -0.68
11 Cl -3.435 0.069 -1.017  0.70
12 H 2.178 -1.260 -0.642  0.07
13 H 1.690 0.057 -1.644  0.07
14 H 3.281 0.061 -0.851  0.07
15 H 1.495 -0.222 1.299  0.09
16 H 2.301 1.240 0.829  0.10
17 H 0.478 2.131 -0.257  0.12
18 H -0.159 1.410 1.178  0.11
19 H -0.852 0.845 -1.559  0.15
20 H -2.324 1.438 0.437  0.12

No. 4
The following is a quantum chemistry calculation of a cluster of 2 separate species, C5H9ClOSi in total in a non-equilibrium geometry, from the Open Molecules 2025 dataset.

Calculated values
**Frontier orbital gap**: 4.93 eV
**Maximum force**: 3.87 eV/Å
**Total charge**: 0

Last column: Löwdin charge in e.
Atoms and positions in Å:
1 C -2.678 -0.973 0.335  -0.04
2 C 0.812 -2.558 -0.001  -0.01
3 C -2.020 0.144 0.683  -0.23
4 C 0.944 -1.254 0.025  -0.21
5 C 1.273 2.610 0.042  -0.05
6 O 0.138 1.757 0.460  -0.26
7 Si -0.137 0.201 0.530  0.87
8 Cl 3.970 0.423 -1.306  -0.65
9 H -3.742 -0.760 0.562  0.07
10 H -2.316 -1.914 -0.078  0.06
11 H 1.596 -3.136 -0.346  0.05
12 H -0.013 -3.143 0.249  0.04
13 H -2.662 1.105 0.811  0.11
14 H 1.937 -0.792 -0.390  -0.02
15 H 1.338 2.333 -0.983  0.06
16 H 2.149 2.452 0.649  0.07
17 H 0.966 3.695 0.288  0.12

No. 5
The following is a quantum chemistry calculation of a cluster of 2 separate species, C5H9ClS in total in a non-equilibrium geometry, from the Open Molecules 2025 dataset.

Calculated values
**Frontier orbital gap**: 8.28 eV
**Maximum force**: 2.55 eV/Å
**Total charge**: 0

Last column: Löwdin charge in e.
Atoms and positions in Å:
1 C -0.238 -2.769 -0.088  -0.92
2 C 1.446 0.260 0.299  -0.09
3 C -0.495 -0.105 -1.273  -0.10
4 C -0.784 0.150 1.232  -0.04
5 C -0.042 0.084 0.133  -0.49
6 S -1.318 -3.091 1.165  0.76
7 Cl 0.109 -4.133 -1.171  0.46
8 H 1.719 1.396 0.476  0.12
9 H 1.931 -0.134 -0.637  0.08
10 H 1.940 -0.212 1.149  0.07
11 H -0.018 -1.005 -1.699  0.06
12 H -0.433 0.925 -1.785  0.12
13 H -1.499 -0.340 -1.187  0.04
14 H -1.793 -0.213 1.421  0.05
15 H -1.035 -2.026 1.875  -0.16
16 H -0.315 0.313 2.145  0.04

No. 6
The following is a quantum chemistry calculation of a cluster of 2 separate species, C5H9ClSi in total in a non-equilibrium geometry, from the Open Molecules 2025 dataset.

Calculated values
**Frontier orbital gap (spin up / spin down)**: 7.42 / 6.27 eV
**Maximum force**: 3.01 eV/Å
**Total charge**: 0

Last column: Löwdin charge in e.
Atoms and positions in Å:
1 C -2.133 -0.174 -1.016  0.01
2 C 2.310 0.592 -1.501  -0.07
3 C -1.947 0.323 0.209  -0.33
4 C 2.221 0.740 -0.163  -0.38
5 C -1.719 -0.302 1.411  -0.04
6 Si 1.474 -0.448 1.019  0.31
7 Cl 1.052 -2.319 0.343  0.23
8 H -2.117 0.278 -1.946  0.03
9 H -2.392 -1.227 -1.080  0.06
10 H 2.640 1.325 -2.264  0.07
11 H 2.025 -0.354 -1.861  0.01
12 H -1.849 1.337 0.398  0.07
13 H 2.174 1.729 0.173  0.01
14 H -1.920 -1.382 1.477  0.07
15 H -1.571 0.257 2.272  0.02
16 H 1.753 -0.376 2.531  -0.07

No. 7
The following is a quantum chemistry calculation of an isolated molecule of C5H9F2N in a non-equilibrium geometry, from the Open Molecules 2025 dataset.

Calculated values
**Frontier orbital gap**: 10.39 eV
**Maximum force**: 3.72 eV/Å
**SMILES**: C=CC(F)(F)CNC
**Total charge**: 0

Last column: Löwdin charge in e.
Atoms and positions in Å:
1 C 2.336 -1.243 1.601  0.05
2 C 1.419 -0.716 0.778  -0.07
3 C 0.040 -0.073 0.933  -0.47
4 F -0.464 -0.228 2.193  0.06
5 F 0.155 1.305 0.900  0.04
6 C -1.037 -0.567 -0.224  -0.17
7 N -0.887 -0.047 -1.544  -0.11
8 C -1.325 1.427 -1.545  -0.13
9 H 3.341 -1.462 1.264  0.06
10 H 2.268 -1.385 2.665  0.06
11 H 1.655 -0.610 -0.278  0.09
12 H -2.054 -0.275 0.115  0.12
13 H -0.934 -1.707 -0.298  0.14
14 H 0.153 -0.017 -1.766  0.11
15 H -2.451 1.544 -1.878  0.10
16 H -1.327 1.955 -0.606  0.05
17 H -0.888 2.099 -2.311  0.07

No. 8
The following is a quantum chemistry calculation of a cluster of 3 separate species, C5H9F2O4SSi in total in a non-equilibrium geometry, from the Open Molecules 2025 dataset.

Calculated values
**Frontier orbital gap (spin up / spin down)**: 7.23 / 7.16 eV
**Maximum force**: 6.03 eV/Å
**Total charge**: +1

Last column: Löwdin charge in e.
Atoms and positions in Å:
1 C 0.190 -3.972 0.153  -0.48
2 C 1.943 -1.302 2.872  -0.53
3 C -1.745 2.005 -2.152  -0.14
4 C 0.842 2.200 -0.096  -0.15
5 C -1.372 -0.233 0.396  -0.10
6 O 0.287 -4.632 1.052  0.28
7 O 0.311 0.031 -1.778  -0.70
8 O 0.191 -3.304 -0.761  0.15
9 O 1.342 -1.797 1.999  0.20
10 F 1.842 -1.536 4.173  0.19
11 F 2.884 -0.385 2.739  0.18
12 Si -0.610 1.176 -0.798  0.62
13 S 1.079 -1.025 -2.523  1.12
14 H -1.050 2.730 -2.582  0.02
15 H -1.864 1.314 -3.031  0.05
16 H -2.775 2.390 -1.848  0.07
17 H 0.192 2.883 0.576  0.07
18 H 1.507 1.726 0.575  0.01
19 H 1.374 2.835 -0.895  0.08
20 H -1.927 0.428 1.092  0.04
21 H -2.097 -0.714 -0.092  -0.03
22 H -0.544 -0.816 0.931  0.05

> The highest maximum force belongs to which entry?

C5H9ClO

> What is the total charge in the second record?

0

> Among the records above, which one has the highest total charge?

C5H9F2O4SSi